Entry 1:
62
Properties=species:S:1:pos:R:3:forces:R:3:lowdin_charge:R:1 method="wB97M-V/def2-TZVPD" spin_multiplicity=1 e_tot_ev=-51539.7713 total_charge=-1
C -0.1360 -0.3613 5.3358 -0.09 -0.07 0.21 0.00
C 0.3850 0.0587 3.9896 -0.10 0.47 -0.44 -0.60
O 0.6734 -0.7778 3.1451 0.17 -0.31 -0.22 0.03
O 0.5123 1.3522 3.7865 -0.74 -0.62 0.61 -0.05
C 2.0015 1.9293 3.7432 2.09 1.30 -0.22 -0.16
C 2.3294 2.9451 4.7349 -0.97 -0.92 0.27 -0.38
C 1.2995 4.0642 4.7602 0.29 0.11 -0.12 -0.17
C 2.4211 2.3410 6.1471 -0.03 0.19 -0.43 -0.23
C 3.5736 1.3650 6.3063 -0.09 -0.12 0.00 -0.20
F 3.1151 0.0536 6.6111 0.02 0.08 0.02 -0.12
H 0.7191 -0.4473 6.0100 0.02 0.01 -0.02 0.07
H -0.6163 -1.3351 5.2662 -0.01 0.00 -0.01 0.07
H -0.8149 0.3778 5.7585 0.01 0.05 -0.06 0.08
H 2.6401 1.0438 3.8062 -0.24 -0.14 0.03 0.09
H 2.0903 2.3294 2.7309 -0.50 -0.14 -0.05 0.09
H 1.5334 4.7690 5.5658 -0.01 0.12 -0.09 0.05
H 1.2761 4.6236 3.8178 -0.02 0.02 0.01 0.05
H 0.2678 3.7083 4.9436 0.05 -0.03 0.03 0.06
H 2.5188 3.1596 6.8664 0.03 -0.06 0.09 0.09
H 1.4899 1.8073 6.4137 0.04 0.00 0.16 0.10
H 4.2570 1.6293 7.1159 0.01 0.01 -0.01 0.10
H 4.1257 1.2879 5.3702 0.06 -0.02 0.03 0.09
C -0.1779 -1.2336 0.0543 -0.08 0.15 0.22 -0.08
C 1.2888 -1.5797 0.1282 0.13 0.19 0.28 -0.09
O 1.3053 -2.9249 -0.3996 -0.01 -0.02 -0.12 0.08
C 0.2292 -3.0856 -1.1745 0.04 0.06 0.10 -0.61
O 0.0467 -4.0237 -1.9021 -0.04 -0.02 -0.03 0.11
O -0.6290 -2.0560 -1.0507 0.08 -0.11 0.01 0.04
H -0.3716 -0.1867 -0.1565 -0.03 -0.04 -0.13 0.14
H -0.7140 -1.5279 0.9553 0.04 -0.02 0.00 0.13
H 1.9075 -0.9517 -0.5141 -0.03 -0.03 -0.06 0.13
H 1.6666 -1.5570 1.1463 -0.05 -0.13 0.00 0.12
C -0.2134 -1.6719 -4.1518 -0.04 -0.12 -0.09 -0.11
C -0.2668 -1.7612 -5.6641 0.03 -0.11 0.02 -0.10
O -0.5987 -0.4183 -6.0368 0.00 0.02 -0.01 0.06
C -0.2132 0.4070 -5.0373 0.02 -0.03 -0.02 -0.56
O -0.1981 1.5953 -5.1224 -0.02 0.06 0.02 0.15
O 0.1515 -0.2967 -3.9490 -0.03 0.03 -0.04 0.07
H 0.5239 -2.3312 -3.7075 0.07 0.10 0.04 0.12
H -1.1807 -1.8512 -3.6848 0.01 0.02 0.02 0.13
H 0.6994 -2.0154 -6.1031 0.01 0.01 0.01 0.13
H -1.0245 -2.4458 -6.0343 -0.06 0.09 -0.02 0.13
C -2.3092 -6.6445 -0.4233 0.05 -0.05 -0.10 -0.11
C -2.8287 -5.3718 -1.0610 0.05 0.00 -0.05 -0.11
O -3.9050 -5.0137 -0.1836 0.00 -0.03 0.02 0.06
C -3.6816 -5.5805 1.0253 0.00 0.00 -0.01 -0.57
O -4.3071 -5.3525 2.0081 0.00 -0.01 -0.01 0.16
O -2.6460 -6.4532 0.9536 -0.03 0.01 0.01 0.06
H -1.2361 -6.7747 -0.5329 0.01 0.05 0.11 0.13
H -2.8264 -7.5361 -0.7845 0.00 0.01 -0.02 0.13
H -2.0836 -4.5807 -1.0634 -0.01 0.03 0.00 0.10
H -3.2067 -5.5124 -2.0703 -0.10 0.01 0.04 0.13
C -0.8747 4.7023 -4.9704 0.02 -0.17 0.08 -0.12
C -0.9225 4.5796 -6.4784 0.03 -0.11 0.01 -0.12
O -1.2414 5.9187 -6.8807 0.01 0.02 0.00 0.05
C -0.8561 6.7657 -5.8950 0.02 -0.01 0.01 -0.58
O -0.8347 7.9501 -5.9956 0.00 -0.01 0.00 0.15
O -0.4987 6.0751 -4.7900 -0.05 0.04 -0.08 0.06
H -0.1473 4.0440 -4.5087 0.06 0.10 0.03 0.12
H -1.8508 4.5454 -4.5088 -0.01 0.01 -0.01 0.13
H 0.0438 4.3037 -6.9021 0.01 0.00 0.02 0.13
H -1.6825 3.8919 -6.8363 -0.05 0.07 -0.02 0.13



Entry 2:
53
Properties=species:S:1:pos:R:3:forces:R:3:lowdin_charge:R:1 method="wB97M-V/def2-TZVPD" spin_multiplicity=1 e_tot_ev=-34006.2289 total_charge=-1
O -2.2760 0.5392 -1.9908 -0.05 -0.71 0.21 -0.13
C -3.1760 -0.5823 -2.0234 0.36 0.00 -0.32 -0.15
C -3.3083 -0.5040 -3.5446 -0.01 0.72 0.07 -0.07
H -4.1284 -0.4045 -1.5392 0.09 0.03 0.51 0.10
H -2.6435 -1.4512 -1.6261 -0.35 -0.16 -0.03 0.09
C -2.2330 0.6291 -3.4454 0.04 -0.02 0.53 -0.49
H -4.2495 -0.0607 -3.8394 0.62 -0.28 0.15 0.04
H -3.1712 -1.4451 -4.0818 0.49 0.30 -0.25 0.12
C -2.6856 2.0936 -3.6022 0.08 -0.29 -0.57 -0.01
H -3.6144 2.2237 -3.0367 0.11 -0.08 -0.12 0.09
H -2.8345 2.5050 -4.6057 0.16 -0.28 -0.14 0.07
H -1.9174 2.6770 -3.0932 -0.02 0.13 -0.03 0.07
C -0.8321 0.2557 -3.9312 -0.23 0.27 0.01 -0.01
H -0.6669 -0.8111 -3.7775 -0.02 0.00 0.06 0.07
H -0.1139 0.7886 -3.3068 0.05 -0.03 -0.15 0.06
H -0.6486 0.4709 -4.9913 -0.18 0.10 0.13 0.08
Hg -0.8671 -0.7129 1.3544 -0.06 1.83 -0.16 1.19
C 1.9461 -1.5801 -0.1057 -1.00 -0.71 0.50 -0.16
C 1.0410 -2.1020 0.8719 1.15 0.04 -1.09 -0.27
C -0.1781 -2.5203 0.1608 0.23 0.02 -0.59 -0.33
H 1.2880 -2.3438 1.9030 -0.07 0.05 -0.20 0.08
C 0.0480 -2.2326 -1.2337 0.31 -0.17 0.36 -0.18
C 1.3291 -1.6758 -1.3811 -0.27 -0.49 0.57 -0.14
H 1.8103 -1.4123 -2.3258 -0.31 0.08 0.35 0.09
H 2.9469 -1.2037 0.0868 -0.34 0.04 0.04 0.09
H -0.9173 -3.2315 0.5355 0.33 0.09 -0.13 0.08
H -0.6341 -2.5191 -2.0345 0.18 0.25 0.25 0.08
C 1.3636 1.7335 0.9709 -0.04 -0.28 -0.79 -0.21
C 1.6677 1.8660 -0.4022 -0.58 0.40 0.75 -0.19
C 0.4600 2.2161 -1.0952 -0.39 -0.02 1.51 -0.18
H 2.6485 1.7233 -0.8624 -0.32 0.09 0.19 0.07
C -0.5957 2.2596 -0.1459 0.80 -0.25 -0.58 -0.19
C -0.0566 1.9118 1.1412 0.18 -0.71 -0.51 -0.26
H -0.5698 1.9616 2.0901 -0.04 0.37 0.12 0.05
H 2.0598 1.5299 1.7815 -0.09 -0.09 -0.23 0.07
H 0.3723 2.4235 -2.1520 0.00 0.01 0.02 0.05
H -1.6337 2.5087 -0.3473 0.23 -0.15 0.02 0.07
O -6.0251 -0.1326 -2.7973 -1.82 0.15 -1.53 -0.17
C -6.2610 0.0575 -4.2274 0.99 -0.23 -0.36 -0.20
C -7.7268 -0.1333 -4.5932 0.30 0.08 0.40 -0.16
H -5.6708 -0.6969 -4.7732 -0.21 0.10 0.26 0.11
H -5.8413 1.0236 -4.5563 -0.31 -0.16 0.38 0.13
C -8.3268 -0.7699 -3.3440 0.19 -0.06 0.56 -0.16
H -7.7842 -0.7980 -5.4578 -0.20 0.21 0.04 0.11
H -8.1931 0.8159 -4.8267 -0.16 0.13 -0.09 0.10
C -7.2585 -0.5919 -2.2370 -0.09 -0.05 0.83 -0.19
H -8.5094 -1.8287 -3.5131 -0.16 -0.03 0.06 0.10
H -9.2544 -0.2796 -3.0314 0.07 -0.26 -0.15 0.11
H -7.0649 -1.5203 -1.6735 -0.05 0.16 -0.35 0.12
H -7.5910 0.1339 -1.4809 0.06 0.01 -0.22 0.12
O -1.6228 -0.3243 3.8270 -0.72 -0.49 -1.17 -0.19
N -2.8078 -0.5543 3.5341 -0.32 0.27 -0.25 -0.29
O -3.1117 -0.6717 2.3025 1.38 0.04 1.12 -0.25



Entry 3:
54
Properties=species:S:1:pos:R:3:forces:R:3:lowdin_charge:R:1 method="wB97M-V/def2-TZVPD" spin_multiplicity=1 e_tot_ev=-63632.4080 total_charge=+2
I 0.0012 -1.3758 -6.4436 0.00 0.74 -0.15 0.12
I 0.0012 1.3464 -6.3855 0.00 -0.75 -0.15 0.11
In -0.0020 0.0541 0.0559 0.01 -0.05 3.42 0.72
P -2.5141 0.0018 0.1283 -1.11 0.00 0.39 0.77
C -3.3487 -0.0605 -1.4825 0.11 -0.02 -0.07 -0.23
C -3.0975 -1.4121 1.1176 0.23 -0.21 -0.06 -0.20
H -4.1883 -1.3467 1.2373 0.26 0.07 -0.12 0.08
H -4.2010 1.4338 1.1269 0.27 -0.08 -0.12 0.08
H -2.6194 -1.4206 2.1091 -0.12 0.09 -0.33 0.05
H -2.6284 1.5803 1.9774 -0.11 -0.09 -0.29 0.06
H -3.0606 -0.9768 -2.0158 -0.16 0.19 0.11 0.06
H -2.8406 -2.3480 0.6016 -0.13 0.22 0.18 0.07
C -3.1117 1.4915 0.9939 0.27 0.14 -0.09 -0.21
H -4.4388 -0.0519 -1.3322 0.33 0.00 -0.07 0.08
H -2.8630 2.3853 0.4033 -0.15 -0.21 0.19 0.07
H -3.0570 0.8081 -2.0886 -0.16 -0.18 0.13 0.06
P 2.5121 0.0074 0.1381 1.11 0.17 0.39 0.77
C 3.3530 -0.0673 -1.4691 -0.11 0.01 -0.08 -0.23
C 3.0890 1.4999 1.0111 -0.20 0.15 -0.08 -0.21
H 2.6271 -1.4057 2.1148 0.11 0.07 -0.30 0.06
H 4.1991 -1.3378 1.2550 -0.27 0.11 -0.15 0.08
H 2.8593 -2.3444 0.6156 0.15 0.23 0.18 0.07
C 3.1094 -1.4032 1.1268 -0.32 -0.18 -0.06 -0.21
H 2.5925 1.5914 1.9886 0.11 -0.11 -0.29 0.05
H 4.1766 1.4397 1.1582 -0.26 -0.05 -0.11 0.08
H 4.4427 -0.0659 -1.3158 -0.33 0.00 -0.07 0.08
H 3.0685 0.7996 -2.0810 0.15 -0.18 0.13 0.06
H 2.8471 2.3906 0.4140 0.13 -0.21 0.19 0.07
H 3.0610 -0.9847 -1.9987 0.16 0.19 0.11 0.06
C 0.0003 -0.1036 -2.2979 0.02 -0.09 -4.69 -0.02
O 0.0034 -0.1071 -3.4382 -0.01 0.01 3.49 -0.01
C 0.2672 3.8570 4.1492 -0.12 -0.21 -0.34 -0.06
C -0.0500 3.7260 2.7884 0.37 0.23 0.40 -0.07
C -0.1122 2.4715 2.1947 0.12 -0.26 0.62 -0.12
C 0.1002 1.3026 2.9623 0.16 0.13 0.30 -0.34
C 0.4812 1.4435 4.3175 -0.10 0.22 -0.19 -0.03
C 0.5391 2.7051 4.9003 0.03 0.19 -0.32 -0.05
N -0.0103 0.0680 2.3439 0.09 -0.02 -1.97 -0.08
C -0.2212 -1.1513 2.9691 -0.28 -0.11 0.24 -0.34
C 0.0853 -2.3369 2.2606 -0.20 0.30 0.49 -0.11
C -0.0750 -3.5802 2.8593 -0.38 -0.24 0.20 -0.07
C -0.5969 -3.6852 4.1538 0.12 0.05 -0.16 -0.07
C -0.9752 -2.5213 4.8350 0.06 0.03 -0.43 -0.05
C -0.8139 -1.2649 4.2494 0.16 -0.44 -0.13 -0.04
H 0.3142 4.8446 4.6086 -0.06 -0.32 -0.14 0.12
H -0.2428 4.6097 2.1849 0.06 -0.10 0.15 0.11
H -0.3411 2.4104 1.1184 -0.17 -0.07 0.20 0.06
H 0.7291 0.5558 4.9028 -0.06 0.40 -0.21 0.11
H 0.8126 2.7958 5.9501 -0.04 -0.01 -0.23 0.12
H 0.4629 -2.2930 1.2287 0.15 0.06 0.24 0.06
H 0.2038 -4.4753 2.3056 -0.11 0.14 0.16 0.12
H -0.7219 -4.6663 4.6195 0.10 0.39 -0.18 0.12
H -1.4121 -2.5925 5.8270 0.05 0.00 -0.15 0.12
H -1.1434 -0.3701 4.7767 0.09 -0.33 -0.16 0.11



Entry 4:
54
Properties=species:S:1:pos:R:3:forces:R:3:lowdin_charge:R:1 method="wB97M-V/def2-TZVPD" spin_multiplicity=2 e_tot_ev=-74403.2263 total_charge=-2 s2=0.75
C 1.4771 2.3476 -1.0697 0.14 1.21 -0.11 -0.21
I 2.6463 -0.4921 0.2262 2.98 -1.03 -0.51 0.17
H 1.3062 3.2931 -1.5943 0.12 0.24 -0.16 0.05
H 1.8783 1.5794 -1.7294 0.05 0.06 -0.07 -0.01
H 2.2125 2.4972 -0.2719 -0.03 -0.01 -0.13 0.04
C -0.3793 -1.9448 -3.7870 -0.02 0.27 0.23 -0.07
C -0.1686 -0.5515 -1.9930 -0.62 -1.91 -6.32 -0.35
N -0.0801 -1.8445 -2.4373 -0.17 0.36 -0.57 -0.13
H -0.9292 -0.3141 -5.1892 0.02 -0.06 0.07 0.10
I -2.6823 -0.1746 0.0420 -2.72 -0.50 -0.26 0.04
N -0.5318 0.1457 -3.1150 0.15 -0.64 -0.24 -0.11
H -0.3675 -2.8883 -4.3085 -0.01 0.08 0.01 0.11
Yb 0.0000 0.0000 0.0000 0.08 -5.05 10.82 0.41
C 0.1741 1.9082 -0.4032 1.91 5.09 -1.40 -0.75
O -0.6897 2.7060 -0.1258 -1.14 2.16 0.07 -0.10
C -0.6569 -0.6891 -4.2156 0.07 -0.10 0.38 -0.07
C -0.8714 1.5669 -3.1615 0.00 -0.18 -0.02 -0.03
H -1.4388 1.7516 -4.0754 0.04 -0.06 0.02 0.08
H 0.0303 2.1841 -3.1618 -0.20 -0.09 0.07 0.08
H -1.4982 1.8035 -2.3019 0.11 0.07 -0.07 0.06
C 0.1038 -3.0075 -1.5730 -0.06 0.26 -0.11 -0.05
H 0.6412 -3.7792 -2.1279 0.02 0.07 0.08 0.09
H -0.8713 -3.3897 -1.2549 0.13 0.09 0.04 0.09
H 0.6952 -2.7081 -0.7060 0.01 -0.13 -0.04 0.01
C -0.8904 -3.5551 4.1166 -0.18 -0.29 0.32 -0.11
C 0.3557 -2.8440 3.5523 -0.16 0.21 -0.04 -0.38
C 0.2245 -2.8198 2.0320 0.08 -0.29 -0.45 -0.18
C 0.5563 -1.4818 4.2437 0.32 -0.48 1.55 -0.15
C 0.7748 -1.5429 5.6364 -0.14 0.43 -1.19 -0.12
C 0.9230 -0.3955 6.4034 0.08 -0.33 0.67 -0.18
C 0.8517 0.8547 5.8104 -0.17 0.16 -1.51 -0.11
C 0.6559 0.9833 4.4250 0.36 0.60 1.81 -0.18
C 0.5498 2.3832 3.8174 -0.09 -0.06 -0.19 -0.40
C -0.6857 3.1111 4.3664 -0.34 0.15 -0.01 -0.09
C 1.8219 3.2029 4.0649 0.25 0.18 -0.05 -0.10
C 0.5280 -0.1865 3.6254 -1.09 0.40 -5.49 -0.32
N 0.3271 -0.0010 2.2360 -0.17 -0.36 1.70 -0.24
H -1.8047 -2.9608 3.9017 0.53 -0.30 0.11 0.09
H -0.8205 -3.7088 5.2120 -0.09 0.18 -0.49 0.05
H -1.0032 -4.5607 3.6570 -0.01 0.42 0.11 0.06
H 1.2496 -3.4674 3.7787 -0.40 0.18 0.04 0.13
H -0.6689 -2.2465 1.7079 0.63 -0.26 0.21 0.03
H 1.1445 -2.4021 1.6012 -0.52 0.04 0.00 -0.04
H 0.1264 -3.8544 1.6382 -0.02 0.09 0.29 0.06
H 0.8266 -2.4955 6.1471 0.01 -0.29 -0.04 0.08
H 1.0800 -0.4774 7.4715 0.04 -0.03 0.15 0.06
H 0.9494 1.7278 6.4417 0.00 0.26 0.04 0.08
H 0.4163 2.3289 2.7173 0.08 -0.52 0.63 0.10
H -0.6216 3.2512 5.4660 -0.06 -0.06 -0.46 0.06
H -0.7872 4.1100 3.8907 0.00 -0.40 0.24 0.06
H -1.6017 2.5253 4.1357 0.53 0.34 0.16 0.08
H 2.6989 2.6818 3.6261 -0.45 0.29 0.29 0.08
H 1.7293 4.1997 3.5825 0.10 -0.39 0.23 0.06
H 1.9995 3.3593 5.1492 0.00 -0.07 -0.46 0.06